Entry 1:
14
Properties=species:S:1:pos:R:3:mulliken_charge:R:1 method="wB97M-V/def2-TZVPD" spin_multiplicity=1 smiles="N#C[C@]1(C=O)CCN1" gap_ev=10.4 homo_energy_ev=-10.0 charge=0
C 1.3724 1.0225 0.3970 -0.23
C 0.0809 0.1128 0.1970 0.99
C -0.2780 0.0311 -1.3888 -0.76
C -0.3544 -1.4347 -1.2210 -0.42
C -1.1738 0.1876 1.0587 0.06
H 2.1297 0.6546 1.2595 0.26
H 0.5221 0.2372 -1.9789 0.37
H -1.1806 0.7321 -1.4960 0.33
H -0.0753 -2.1448 -2.0093 0.35
H -1.3880 -1.6912 -1.0607 0.25
H -0.1830 -1.7414 0.8197 0.35
N 0.3580 -1.3449 0.0709 -0.64
N -2.0997 -0.0263 1.8793 -0.52
O 1.8106 1.7544 -0.4304 -0.40

***

Entry 2:
14
Properties=species:S:1:pos:R:3:mulliken_charge:R:1 method="wB97M-V/def2-TZVPD" spin_multiplicity=1 gap_ev=9.2 homo_energy_ev=-8.5 charge=0
C -1.1325 1.3875 0.3221 0.40
C -0.0297 -0.2079 -1.1385 -0.02
C 0.9378 -1.1565 -1.1078 -0.47
C 1.2390 -0.9782 1.0540 -0.18
C 0.6103 0.0887 1.1093 -0.28
H -2.2243 1.3530 -1.3930 0.21
H -1.1296 1.8870 1.3463 0.22
H -0.5226 -0.0682 -2.0656 0.20
H 1.4992 -1.5792 -2.0303 0.33
H 1.4827 -1.5265 1.8994 0.38
H 0.5495 0.6479 2.1184 0.17
N -2.0171 1.9016 -0.4160 -0.65
N -0.5102 0.2784 0.1626 0.05
O 1.2477 -2.0277 0.1391 -0.35

***

Entry 3:
14
Properties=species:S:1:pos:R:3:mulliken_charge:R:1 method="wB97M-V/def2-TZVPD" spin_multiplicity=1 gap_ev=10.3 homo_energy_ev=-9.7 charge=0
C -1.7647 -1.9751 0.9241 -1.01
C -0.5935 -1.1757 0.4136 0.67
C -0.0130 1.1415 -0.2152 0.16
C 1.3624 0.9379 -0.6499 -0.47
C 2.5204 0.7913 -0.9724 0.33
H -2.6908 -1.4499 0.7335 0.30
H -1.6483 -2.1855 2.0042 0.24
H -1.8372 -2.9062 0.3623 0.30
H -1.7761 0.5134 0.4662 0.26
H 0.3560 2.9484 -0.5749 0.27
H 3.5733 0.6886 -1.2214 0.40
N -0.8576 0.1658 0.1907 -0.15
N -0.4242 2.3607 -0.2629 -0.73
O 0.4908 -1.7017 0.2169 -0.58

***

Entry 4:
14
Properties=species:S:1:pos:R:3:mulliken_charge:R:1 method="wB97M-V/def2-TZVPD" spin_multiplicity=1 smiles="[H]/N=C1/N=CC=C1CO" gap_ev=9.3 homo_energy_ev=-10.1 charge=0
C -1.1678 -0.4635 0.9565 -0.48
C -0.1474 0.0263 -0.0355 0.58
C -0.0711 1.1132 -0.8029 -0.68
C 1.3019 0.9850 -1.4853 -0.06
C 1.3028 -0.6124 0.0347 0.21
H -2.5896 0.1403 -0.3919 0.33
H -1.0156 0.0885 1.8743 0.28
H -1.1176 -1.5821 1.1111 0.30
H -0.7679 1.8083 -1.1155 0.48
H 1.7731 1.5495 -2.2353 0.49
H 1.1937 -1.7171 1.5313 0.26
N 2.0001 0.0282 -1.0190 -0.55
N 1.8204 -1.4630 0.8123 -0.63
O -2.5149 0.0989 0.7653 -0.53

***

Entry 5:
14
Properties=species:S:1:pos:R:3:mulliken_charge:R:1 method="wB97M-V/def2-TZVPD" spin_multiplicity=1 smiles="CC(=O)N1C[C@H]1C#N" gap_ev=10.3 homo_energy_ev=-9.8 charge=0
C -0.8520 -1.7601 -1.2042 -0.91
C -0.2600 -0.4085 -1.0847 0.62
C -0.4890 1.3420 0.6389 -0.52
C 1.0111 0.9443 0.7586 0.12
C 1.6117 0.6914 2.0314 0.02
H -0.0880 -2.4119 -1.7600 0.26
H -1.6611 -1.6300 -1.9509 0.29
H -1.1079 -2.2493 -0.2916 0.32
H -0.9209 2.0056 -0.0015 0.34
H -0.9430 1.3140 1.6102 0.24
H 1.7966 1.2292 0.0233 0.33
N 0.0445 0.0695 0.1825 -0.14
N 1.9600 0.5190 3.1119 -0.40
O -0.1023 0.3446 -2.0637 -0.56

***

Entry 6:
14
Properties=species:S:1:pos:R:3:mulliken_charge:R:1 method="wB97M-V/def2-TZVPD" spin_multiplicity=1 gap_ev=7.6 homo_energy_ev=-8.1 charge=0
C -0.4885 1.0073 0.6349 0.24
C 0.5279 0.5817 -0.2971 -0.72
C 0.0178 -0.8294 -0.5381 0.58
C 0.7859 -1.8547 -1.0149 0.14
C -1.5708 -0.0951 0.5849 -0.38
H 0.6214 2.4757 1.3045 0.34
H -0.6302 1.7773 2.5503 0.35
H 1.4917 0.9516 -0.5975 0.22
H -0.0447 -2.6721 -1.2325 0.26
H 1.8785 -0.4951 -1.8559 0.39
H -2.6896 -0.2323 1.1373 0.27
N -0.4625 2.2059 1.4053 -0.62
N -1.2834 -1.1416 -0.2619 -0.58
O 1.8465 -1.6794 -1.8195 -0.47

***

Entry 7:
14
Properties=species:S:1:pos:R:3:mulliken_charge:R:1 method="wB97M-V/def2-TZVPD" spin_multiplicity=1 smiles="N#CC[C@@H]1CN1C=O" gap_ev=10.8 homo_energy_ev=-10.5 charge=0
C -2.3706 0.0057 -0.1420 0.04
C -0.5038 -0.9666 0.9285 -0.54
C 0.0274 0.0218 0.0321 0.13
C 1.3705 -0.5615 -0.7390 -0.70
C 2.5996 0.0445 -0.1317 0.14
H -3.2121 -0.5444 0.1562 0.46
H -1.2179 -0.5962 1.8668 0.24
H -0.1515 -1.9164 1.1589 0.30
H -0.0401 1.1107 0.1982 0.39
H 1.2479 -0.0884 -1.7967 0.25
H 1.0986 -1.4764 -1.0070 0.59
N -1.1601 -0.6771 -0.4384 -0.37
N 3.4651 0.9066 0.4466 -0.42
O -2.5749 1.3302 -0.0401 -0.52

***

Entry 8:
14
Properties=species:S:1:pos:R:3:mulliken_charge:R:1 method="wB97M-V/def2-TZVPD" spin_multiplicity=1 smiles="C=COc1c[nH]cn1" gap_ev=8.7 homo_energy_ev=-8.0 charge=0
C -3.2120 0.1076 -0.1144 -0.48
C -1.9197 -0.6198 0.3057 -0.20
C 0.4000 0.1478 -0.2783 0.52
C 1.2972 1.1522 -0.0235 -0.48
C 2.2793 -0.8393 -0.1129 -0.31
H -3.2365 1.2958 -0.3518 0.23
H -4.2504 -0.5837 -0.0092 0.20
H -1.6770 -1.6465 0.3409 0.38
H 1.2239 2.2830 0.3396 0.29
H 3.6131 0.5163 0.0984 0.28
H 3.0150 -1.4809 0.0327 0.46
N 2.5457 0.3728 0.1119 -0.05
N 0.9141 -1.1609 -0.1963 -0.59
O -0.9928 0.4555 -0.1428 -0.25

***

The evaluated LUMO for the records listed, in turn: 0.4 0.7 0.6 -0.8 0.5 -0.5 0.3 0.7 eV.
The evaluated electronic energy for the records listed, in turn: -378.7445 -378.6935 -378.8145 -378.7727 -378.7856 -378.6805 -378.6750 -378.6836 hartree.